## a
C5H11NOS | ωB97M-V with the def2-TZVPD basis set

```
19
Properties=species:S:1:pos:R:3:nbo_charge:R:1
C -0.370 -0.083 1.652 0.2970
C 0.406 -1.336 2.024 -0.6519
C 0.009 -0.961 -1.385 -0.6171
C 0.134 1.540 -1.910 -0.6296
C -0.340 0.395 -0.957 -0.0391
N 0.392 0.669 0.339 -0.6203
O -0.331 1.016 2.474 -0.6633
S 0.110 2.114 1.258 0.6514
H -1.395 -0.270 1.375 0.1535
H -0.121 -1.894 2.754 0.2191
H 1.322 -1.113 2.532 0.2296
H 0.567 -1.838 1.061 0.2293
H -0.371 -1.277 -2.305 0.2194
H 1.100 -0.967 -1.324 0.2095
H -0.317 -1.571 -0.626 0.1976
H 1.201 1.522 -1.630 0.2222
H -0.356 2.476 -1.535 0.2120
H -0.166 1.279 -2.886 0.2154
H -1.477 0.301 -0.911 0.1651
```

## Properties
LUMO level in eV: 0.42
Kohn-Sham gap in eV: 8.3
HOMO in eV: -7.850
M in u: 133.2

---

## b
C5H11NOS | ωB97M-V with the def2-TZVPD basis set

```
19
Properties=species:S:1:pos:R:3:nbo_charge:R:1
C -1.044 1.961 -0.279 -0.2802
O -0.250 1.058 0.564 -0.5394
C 0.323 -0.041 -0.040 0.1818
S -0.839 -1.228 -0.945 0.1757
C -1.950 -1.390 0.432 -0.7754
C 1.512 0.205 -1.008 -0.2682
N 2.223 -0.869 -0.231 -0.6191
C 1.269 -0.764 0.905 -0.2558
H -1.562 2.724 0.309 0.2023
H -1.829 1.438 -0.875 0.1920
H -0.419 2.564 -1.066 0.1766
H -2.721 -2.128 0.119 0.2350
H -2.381 -0.371 0.589 0.2200
H -1.384 -1.725 1.426 0.2191
H 1.329 0.003 -2.072 0.1962
H 1.950 1.220 -0.953 0.1888
H 3.192 -0.719 0.151 0.3616
H 0.906 -1.789 1.252 0.1943
H 1.676 -0.149 1.722 0.1947
```

## Properties
LUMO level in eV: 0.84
Kohn-Sham gap in eV: 9.5
HOMO in eV: -8.638
M in u: 133.2
SMILES: COC1(SC)CNC1

---

## c
C5H11NOS | ωB97M-V with the def2-TZVPD basis set

```
19
Properties=species:S:1:pos:R:3:nbo_charge:R:1
C 2.910 0.532 -0.240 -0.7146
C 1.637 -0.220 -0.185 0.6590
O 1.566 -1.502 -0.180 -0.6658
N 0.458 0.469 -0.100 -0.6176
C -0.794 -0.368 -0.142 -0.0493
C -1.719 0.270 -1.257 -0.6693
C -1.042 -0.338 1.445 -0.5038
S -2.740 -0.690 2.090 -0.0544
H 3.734 0.068 -0.884 0.2543
H 3.221 0.491 0.771 0.2434
H 2.872 1.564 -0.643 0.2214
H 0.510 1.415 0.084 0.3936
H -0.531 -1.351 -0.396 0.2531
H -2.738 0.424 -0.921 0.2308
H -1.997 -0.286 -2.188 0.2294
H -1.057 1.041 -1.793 0.2337
H -0.324 -1.036 1.883 0.2351
H -0.753 0.724 1.695 0.2047
H -3.214 -1.206 0.961 0.1162
```

## Properties
LUMO level in eV: 0.73
Kohn-Sham gap in eV: 9.8
HOMO in eV: -9.046
M in u: 133.2
SMILES: CC(=O)N[C@H](C)CS

---

The winner here is c, beating the second structure by 87.6 kJ/mol.

---

## a
C2H2IN3 | ωB97M-V with the def2-TZVPD basis set

```
8
Properties=species:S:1:pos:R:3:nbo_charge:R:1
C 0.361 -0.604 -0.089 -0.0969
C -0.543 0.385 -0.016 -0.3995
N 1.775 -0.409 -0.099 -0.2945
N 1.337 1.876 0.032 -0.0288
N 1.782 0.817 -0.044 0.2331
I -2.655 0.096 0.043 0.1489
H -0.076 -1.640 -0.096 0.2372
H -0.273 1.352 0.223 0.2004
```

## Properties
LUMO level in eV: -0.24
Kohn-Sham gap in eV: 8.9
HOMO in eV: -9.111
M in u: 195.0

---

## b
C2H2IN3 | ωB97M-V with the def2-TZVPD basis set

```
8
Properties=species:S:1:pos:R:3:nbo_charge:R:1
I -2.912 -0.172 0.007 0.4000
N -0.842 -0.137 0.077 -0.3719
C 0.170 -1.046 0.038 0.1794
N 1.305 -0.405 -0.046 -0.4799
C 0.957 0.952 -0.040 0.1365
N -0.308 1.139 0.013 -0.3001
H -0.070 -2.129 0.077 0.2200
H 1.700 1.797 -0.125 0.2159
```

## Properties
LUMO level in eV: -1.04
Kohn-Sham gap in eV: 8.8
HOMO in eV: -9.825
M in u: 195.0
SMILES: In1cncn1

---

The winner here is b, beating the second structure by 241.4 kJ/mol.